The following is a DFT calculation (ωB97M-V with the def2-TZVPD basis set) of a 15-piece molecular cluster, C45H90O45 overall.

Last column: Mulliken charge in e.
CARTESIAN COORDINATES (ANGSTROEM)
O (4.6184, -7.8937, -0.7149)  -0.31
O (7.9264, 3.5397, -0.9756)  -0.31
O (9.2064, -3.2523, -3.7385)  -0.57
O (2.1335, 4.0917, -7.9390)  -0.31
O (-6.4034, 4.8722, -5.7355)  -0.31
O (0.0231, 6.8909, 6.1686)  -0.59
O (-7.1900, 1.1858, 5.7586)  -0.32
O (0.2760, 6.1821, 4.0115)  -0.27
O (-11.7897, -1.2214, -7.6362)  -0.60
O (-9.4794, -1.0595, -7.4917)  -0.29
O (10.6242, -2.6973, 4.8310)  -0.27
O (0.7433, -1.6130, 2.0410)  -0.26
O (-9.1635, 0.0841, 6.2484)  -0.58
O (-2.1574, 9.5138, -1.7538)  -0.27
O (-11.8258, 2.7867, -3.1252)  -0.31
O (-8.2788, 1.6745, 7.6294)  -0.32
O (10.9751, -2.5772, -2.4978)  -0.28
O (-2.1311, -3.6153, -3.8820)  -0.61
O (9.1490, -2.4024, 6.3423)  -0.27
O (9.0368, -1.8562, -1.8184)  -0.26
O (4.1960, -6.9315, 9.6728)  -0.58
O (-10.3458, -0.8232, -9.3542)  -0.30
O (-11.1203, 4.8373, -2.3962)  -0.59
O (-2.6028, 11.5752, -2.4928)  -0.28
O (4.6987, -8.6418, 8.2378)  -0.31
O (-10.2139, 2.8768, -1.6649)  -0.31
O (6.7056, -7.8555, -1.1394)  -0.28
O (9.7733, 3.5439, 0.0213)  -0.30
O (8.4487, -3.6047, 4.4872)  -0.59
O (7.8718, 3.8304, 1.2372)  -0.59
O (-5.4816, 2.9784, -6.4947)  -0.31
O (5.9352, -9.1336, 0.6446)  -0.59
O (-1.6874, 9.9301, -3.9710)  -0.56
O (-5.4117, 3.4847, -4.2067)  -0.58
O (4.2279, -9.0648, 10.3453)  -0.31
O (-1.6740, -6.6124, 4.8050)  -0.56
O (-1.0707, 7.8750, 4.3970)  -0.29
O (-0.8139, -5.4225, -3.7568)  -0.32
O (-2.8773, -5.7734, -3.3280)  -0.31
O (-1.8970, -4.7521, 6.2193)  -0.28
O (-3.4068, -5.0862, 4.6575)  -0.30
O (-0.7707, -0.9546, 0.6849)  -0.26
O (3.7362, 2.7180, -7.0439)  -0.59
O (1.2098, 0.1411, 0.5889)  -0.58
O (3.9976, 3.7796, -9.0390)  -0.30
C (11.2051, -3.2167, 3.6355)  -0.63
C (-6.0506, 1.9163, 6.1757)  -0.55
C (8.4787, 3.6506, 0.1984)  0.83
C (-1.9563, -4.8253, -3.6546)  0.85
C (-2.1284, 10.3085, -2.8623)  0.73
C (-11.3990, -0.9501, -10.3578)  -0.66
C (-2.6356, 12.5892, -3.4654)  -0.62
C (1.2138, 3.8411, -6.8741)  -0.62
C (0.4880, -0.7802, 0.9763)  0.74
C (-10.6361, -1.0085, -8.0834)  0.80
C (-4.3241, -5.4977, -3.4214)  -0.65
C (-11.0271, 3.6068, -2.4629)  0.81
C (-1.8145, 8.7486, 5.3035)  -0.67
C (-9.3775, 1.7717, 8.4551)  -0.56
C (4.3798, -8.1052, 9.4265)  0.82
C (8.0433, -8.2016, -0.8840)  -0.64
C (2.0135, -1.7702, 2.5327)  -0.61
C (5.2856, 3.1478, -9.2370)  -0.65
C (-12.5460, 3.2986, -4.2740)  -0.64
C (7.8817, -2.2136, 6.9672)  -0.61
C (11.9422, -3.1973, -3.3236)  -0.62
C (6.5062, 3.6256, -1.2039)  -0.61
C (4.0600, -8.7557, 11.7112)  -0.65
C (-0.8452, -5.1021, 7.0979)  -0.61
C (10.6660, 3.4826, 1.0689)  -0.68
C (-9.3072, -1.0457, -6.0318)  -0.57
C (0.3660, -4.6131, -4.0882)  -0.66
C (5.7547, -8.3623, -0.3035)  0.81
C (-5.7274, 3.7635, -5.3674)  0.81
C (-1.4724, 0.0286, -0.0581)  -0.69
C (-2.1922, -5.5219, 5.1427)  0.72
C (7.6177, -1.9903, -1.7150)  -0.58
C (3.3123, 3.4484, -7.9606)  0.81
C (1.1487, 5.0839, 4.3129)  -0.68
C (-9.4799, 3.4501, -0.6616)  -0.64
C (-6.3265, 6.0883, -4.9308)  -0.62
C (-4.6485, 1.8369, -6.4111)  -0.60
C (9.7112, -2.5685, -2.8405)  0.74
C (-8.2747, 0.9199, 6.4970)  0.78
C (9.2935, -2.9580, 5.1635)  0.75
C (-1.7959, 8.1305, -1.8671)  -0.61
C (-0.1657, 6.9534, 4.9379)  0.77
C (-3.7323, -3.7001, 4.7781)  -0.61
C (4.9377, -7.9718, 7.0173)  -0.62
C (3.4958, -7.7529, 0.1555)  -0.63
H (-13.2682, 2.5873, -4.6747)  0.24
H (-3.9090, -3.5064, 5.8361)  0.26
H (1.0226, -5.2172, -4.7143)  0.27
H (-9.0025, 4.3868, -0.9494)  0.31
H (-1.7159, 12.8003, -4.0111)  0.28
H (12.9489, -3.1481, -2.9086)  0.23
H (7.3341, -2.9849, -1.3709)  0.26
H (-4.7944, 1.2919, -5.4784)  0.32
H (-3.0274, -2.9945, 4.3383)  0.27
H (1.4896, 4.4243, -5.9955)  0.28
H (6.0887, 2.6213, -1.2766)  0.24
H (-3.0293, 13.4863, -2.9877)  0.23
H (11.9494, -2.7704, -4.3265)  0.29
H (-11.8606, 3.4690, -5.1043)  0.28
H (-9.1895, 2.4638, 9.2759)  0.21
H (-9.5261, 0.7680, 8.8534)  0.27
H (7.5746, -3.2004, 7.3138)  0.28
H (-1.7659, 0.8500, 0.5956)  0.32
H (8.2553, -8.0001, 0.1661)  0.29
H (-1.9774, 7.5649, -0.9532)  0.24
H (6.0362, 3.5891, -8.5813)  0.30
H (-5.4628, 2.2058, 5.3046)  0.22
H (12.1779, -2.7415, 3.5096)  0.24
H (-8.6331, 2.7901, -0.4732)  0.24
H (-4.9850, -6.1709, -2.8754)  0.27
H (-4.7496, -3.4600, 4.4692)  0.30
H (0.1347, -3.7983, -4.7742)  0.32
H (8.1192, -1.5116, 7.7665)  0.23
H (-10.2088, 2.0294, 7.7988)  0.28
H (-13.0524, 4.2160, -3.9738)  0.32
H (8.7944, -7.7434, -1.5274)  0.24
H (-3.3755, 12.2347, -4.1831)  0.30
H (3.5814, -8.5055, 0.9392)  0.35
H (10.5976, 2.5263, 1.5875)  0.27
H (-10.0834, 3.4962, 0.2449)  0.28
H (7.1345, -1.6919, 6.3693)  0.31
H (5.6628, 3.3990, -10.2283)  0.25
H (10.4211, 4.2964, 1.7515)  0.33
H (-3.5883, 2.0335, -6.5705)  0.24
H (-5.4454, 1.2005, 6.7319)  0.27
H (-0.7221, 8.1855, -2.0467)  0.29
H (0.8539, 4.2906, 3.6260)  0.27
H (-2.5813, 8.0973, 5.7229)  0.30
H (2.4218, -0.8435, 2.9358)  0.28
H (2.2014, 5.3333, 4.1799)  0.29
H (-10.9558, -0.6499, -11.3073)  0.25
H (-1.0363, 0.4473, -0.9651)  0.30
H (10.6815, -3.0224, 2.6995)  0.28
H (3.7848, -9.6085, 12.3318)  0.24
H (5.3030, 2.0593, -9.1821)  0.30
H (-9.4879, -2.0558, -5.6641)  0.28
H (-4.6306, -4.5163, -3.0594)  0.29
H (-8.3185, -0.9186, -5.5908)  0.25
H (-2.4462, -0.4279, -0.2350)  0.26
H (-2.4521, 9.4186, 4.7267)  0.26
H (0.2289, 4.2002, -7.1727)  0.23
H (-5.0471, 1.2346, -7.2274)  0.23
H (4.0721, -8.0006, 6.3555)  0.26
H (5.8238, -8.3936, 6.5431)  0.24
H (1.1244, 2.7730, -6.6758)  0.30
H (3.3477, -6.6988, 0.3901)  0.24
H (7.2275, -1.8902, -2.7278)  0.30
H (-0.8830, -6.1236, 7.4763)  0.29
H (8.1987, -9.2787, -0.9455)  0.29
H (-6.3207, 2.8031, 6.7491)  0.29
H (5.0306, -8.4209, 12.0769)  0.29
H (0.9757, 4.5203, 5.2297)  0.32
H (0.0842, -5.1067, 6.5283)  0.27
H (3.3875, -7.9271, 11.9332)  0.30
H (2.0303, -2.5390, 3.3052)  0.21
H (11.4225, -4.2789, 3.7476)  0.29
H (0.9154, -4.2883, -3.2045)  0.27
H (5.9877, 4.1550, -0.4045)  0.33
H (-1.3168, 9.3549, 6.0603)  0.28
H (-5.4161, 6.6260, -5.1958)  0.28
H (-6.1901, 5.7830, -3.8933)  0.32
H (2.6683, -1.9871, 1.6887)  0.28
H (6.4355, 4.0766, -2.1937)  0.22
H (-11.8500, -1.9422, -10.3793)  0.30
H (-4.6176, -5.4945, -4.4712)  0.29
H (-7.1685, 6.7544, -5.1190)  0.22
H (-10.0097, -0.2976, -5.6645)  0.26
H (5.0986, -6.9067, 7.1843)  0.31
H (-2.2097, 7.5583, -2.6974)  0.27
H (2.5926, -8.0534, -0.3755)  0.23
H (-12.2985, -0.3417, -10.2630)  0.30
H (-0.8472, -4.4660, 7.9831)  0.25
H (11.6288, 3.8170, 0.6824)  0.25
H (7.2737, -1.1729, -1.0813)  0.20
H (11.6748, -4.2528, -3.3751)  0.29

Summary:
Total charge = 0
Total energy = -5154.21735 a.u.
Orbital gap = 0.388 hartree
ΔE to the lowest compared entry with this formula, charge and spin = 215.65 kcal per mole
Multiplicity = 1

The following is a DFT calculation (ωB97M-V with the def2-TZVPD basis set) of C6H11Br3N2O4 as an isolated structure.

Last column: Mulliken charge in e.
CARTESIAN COORDINATES (ANGSTROEM)
Br (0.6972, -2.4013, 1.7220)  0.00
Br (-0.6520, -3.7456, -0.8348)  -0.03
Br (-1.5393, -4.6569, 2.0960)  -0.04
O (-1.6939, -0.5089, -1.6386)  -0.50
O (-0.1928, 3.1839, 1.0585)  -0.47
O (1.0549, 2.9509, -0.7284)  -0.30
O (-2.5983, -1.0531, 0.2857)  -0.56
N (1.9212, 1.8282, -0.7210)  -0.30
N (-1.1837, 2.0980, -0.5855)  -0.22
C (-2.0663, -0.2388, -0.3442)  0.52
C (-0.1071, 2.7680, -0.0273)  0.44
C (2.4882, -0.4258, -0.0971)  -1.19
C (-0.9061, -3.2047, 0.9997)  -0.10
C (1.4333, 0.6918, 0.0255)  0.37
C (-1.7618, 1.1003, 0.3158)  -0.39
H (-0.7366, -0.6620, -1.6501)  0.33
H (2.5465, -0.8440, -1.1030)  0.30
H (2.0352, 1.5406, -1.6881)  0.28
H (-1.0819, 0.8651, 1.1361)  0.19
H (-0.9672, 1.7234, -1.5030)  0.34
H (1.3522, 0.8690, 1.0955)  0.41
H (0.5195, 0.2302, -0.3817)  -0.39
H (-1.6756, -2.4418, 1.0021)  0.23
H (3.4540, 0.0607, 0.0832)  0.42
H (-2.6850, 1.4327, 0.7877)  0.48
H (2.3455, -1.1599, 0.6952)  0.20

Summary:
Total charge = 0
Total energy = -8367.64022 a.u.
Orbital gap = 0.351 hartree
Multiplicity = 1

Number 1: LUMO level 0.0 eV. Number 2: LUMO level -0.2 eV.